DFT (ωB97M-V/def2-TZVPD) results for a 8-piece molecular cluster, C35H63F3N7O3PSSi overall.

E_LUMO (eV): 0.27
SMILES string: O=[PH2][Si@](S)(CCCC(=O)O)CCC(F)(F)F.CCCC#N.CCCC#N.CCCC#N.CCCC#N.CCCC#N.CCCC#N.CCCC#N
HOMO energy (eV): -8.95
Maximum force (eV/A): 0.82
Total energy (eV): -90045.493
Total charge: 0
Gap between HOMO and LUMO (eV): 9.225

CARTESIAN COORDINATES (ANGSTROEM)
O: -2.39 5.75 -0.21
P: -1.46 4.99 -1.10
Si: -2.68 3.75 -2.57
S: -3.97 2.59 -1.33
C: -1.66 2.51 -3.53
C: -0.15 2.79 -3.45
C: 0.70 1.98 -4.43
C: 1.61 2.84 -5.28
O: 1.41 3.98 -5.55
O: 2.73 2.21 -5.75
C: -3.67 4.90 -3.65
C: -2.94 6.15 -4.17
C: -3.28 7.46 -3.47
F: -2.26 7.90 -2.71
F: -4.36 7.38 -2.68
F: -3.53 8.44 -4.37
H: -0.53 5.79 -1.79
H: -0.62 4.07 -0.43
H: -4.85 3.56 -1.04
H: -1.99 2.54 -4.58
H: -1.87 1.51 -3.16
H: 0.07 3.85 -3.61
H: 0.19 2.53 -2.44
H: 0.04 1.45 -5.13
H: 1.31 1.22 -3.93
H: 2.51 1.32 -6.05
H: -4.58 5.17 -3.12
H: -3.99 4.30 -4.51
H: -3.13 6.30 -5.23
H: -1.85 6.04 -4.09
C: 4.45 -1.89 -1.67
C: 4.88 -0.68 -0.85
C: 3.72 -0.03 -0.09
C: 2.74 0.57 -0.99
N: 1.96 1.04 -1.70
H: 3.74 -1.61 -2.45
H: 5.31 -2.36 -2.14
H: 3.97 -2.64 -1.03
H: 5.36 0.05 -1.50
H: 5.63 -0.99 -0.12
H: 4.10 0.75 0.57
H: 3.22 -0.77 0.53
C: 9.41 1.26 -4.22
C: 8.11 1.73 -3.59
C: 8.12 1.64 -2.06
C: 8.21 0.26 -1.59
N: 8.25 -0.83 -1.24
H: 9.60 0.20 -4.01
H: 9.39 1.38 -5.30
H: 10.26 1.83 -3.83
H: 7.27 1.14 -3.98
H: 7.91 2.76 -3.87
H: 7.22 2.08 -1.64
H: 8.95 2.20 -1.65
C: -5.94 -0.86 2.63
C: -5.40 0.56 2.55
C: -6.36 1.50 1.82
C: -6.56 1.09 0.43
N: -6.69 0.74 -0.65
H: -6.06 -1.27 1.62
H: -5.28 -1.51 3.19
H: -6.92 -0.88 3.12
H: -4.44 0.55 2.03
H: -5.21 0.96 3.55
H: -5.98 2.53 1.84
H: -7.33 1.51 2.32
C: 3.01 -2.41 5.89
C: 1.89 -2.17 4.89
C: 2.12 -2.88 3.55
C: 3.29 -2.35 2.86
N: 4.20 -1.90 2.31
H: 3.96 -2.00 5.53
H: 2.79 -1.94 6.85
H: 3.16 -3.48 6.07
H: 1.76 -1.10 4.72
H: 0.94 -2.54 5.30
H: 1.26 -2.78 2.90
H: 2.28 -3.95 3.71
C: 6.53 0.33 3.33
C: 7.02 1.63 3.95
C: 6.52 2.87 3.19
C: 7.08 2.93 1.84
N: 7.54 2.98 0.79
H: 6.93 0.20 2.32
H: 6.86 -0.53 3.92
H: 5.45 0.30 3.27
H: 8.11 1.65 4.00
H: 6.66 1.71 4.98
H: 6.79 3.79 3.71
H: 5.43 2.85 3.11
C: -5.90 -5.05 -2.11
C: -6.63 -4.89 -0.78
C: -6.36 -3.53 -0.12
C: -4.95 -3.38 0.27
N: -3.85 -3.27 0.57
H: -4.82 -5.02 -1.97
H: -6.16 -6.00 -2.58
H: -6.17 -4.25 -2.80
H: -6.34 -5.69 -0.10
H: -7.71 -4.97 -0.93
H: -6.97 -3.40 0.77
H: -6.61 -2.72 -0.80
C: -6.61 -7.46 4.52
C: -6.52 -6.76 3.17
C: -5.41 -5.70 3.11
C: -5.66 -4.59 4.03
N: -5.85 -3.71 4.75
H: -6.86 -6.75 5.31
H: -7.38 -8.23 4.50
H: -5.66 -7.93 4.77
H: -7.48 -6.28 2.93
H: -6.33 -7.49 2.38
H: -5.30 -5.30 2.11
H: -4.45 -6.15 3.38

Atom charges from the Mulliken analysis, given in e for atoms 1 to 2: -0.65, 0.43

DFT (ωB97M-V/def2-TZVPD) results for a 9-piece molecular cluster, C35H63N8O4S overall.

E_LUMO (eV): 1.70
HOMO energy (eV): -4.70
Maximum force (eV/A): 1.14
Total energy (eV): -68263.389
Total charge: -1
Gap between HOMO and LUMO (eV): 6.406

CARTESIAN COORDINATES (ANGSTROEM)
O: -4.77 0.72 5.09
S: -4.41 -0.51 4.39
O: -5.16 -0.68 3.14
O: -4.47 -1.70 5.25
C: -2.70 -0.34 3.86
C: -1.87 0.65 4.71
C: -2.33 2.09 4.55
O: -2.23 2.49 3.17
H: -2.63 -0.07 2.80
H: -2.26 -1.33 3.95
H: -1.81 0.36 5.76
H: -0.85 0.62 4.34
H: -3.33 2.25 4.94
H: -1.64 2.72 5.12
H: -2.24 3.45 3.19
C: 0.53 -4.87 5.66
C: 0.83 -4.88 4.16
C: 1.44 -3.56 3.67
C: 0.51 -2.46 3.92
N: -0.23 -1.60 4.12
H: -0.20 -4.11 5.91
H: 0.12 -5.84 5.97
H: 1.43 -4.69 6.24
H: -0.09 -5.07 3.61
H: 1.52 -5.70 3.93
H: 1.65 -3.61 2.61
H: 2.38 -3.35 4.19
C: -7.24 5.24 4.87
C: -6.97 4.05 3.95
C: -5.54 3.52 4.06
C: -4.57 4.55 3.68
N: -3.80 5.36 3.39
H: -6.61 6.09 4.61
H: -8.28 5.56 4.79
H: -7.05 4.98 5.91
H: -7.18 4.34 2.92
H: -7.66 3.24 4.21
H: -5.40 2.66 3.41
H: -5.32 3.19 5.07
C: -0.56 6.67 -0.54
C: -1.58 6.42 0.56
C: -1.04 6.73 1.96
C: 0.12 5.90 2.26
N: 1.03 5.23 2.49
H: 0.31 6.03 -0.42
H: -0.99 6.45 -1.52
H: -0.22 7.71 -0.54
H: -1.90 5.37 0.52
H: -2.47 7.02 0.38
H: -1.81 6.54 2.71
H: -0.75 7.78 2.03
C: 2.54 3.09 -0.91
C: 2.89 2.89 -2.38
C: 3.21 4.21 -3.10
C: 2.07 5.12 -3.06
N: 1.18 5.84 -3.01
H: 1.65 3.70 -0.78
H: 2.35 2.13 -0.43
H: 3.36 3.57 -0.37
H: 2.06 2.40 -2.89
H: 3.76 2.23 -2.47
H: 3.47 4.03 -4.14
H: 4.06 4.70 -2.63
C: 4.62 6.84 -8.32
C: 3.60 6.61 -7.20
C: 4.14 6.99 -5.82
C: 5.32 6.20 -5.46
N: 6.23 5.56 -5.18
H: 5.51 6.22 -8.18
H: 4.19 6.58 -9.29
H: 4.94 7.88 -8.35
H: 3.30 5.56 -7.20
H: 2.71 7.20 -7.40
H: 3.37 6.83 -5.06
H: 4.41 8.05 -5.79
C: -3.12 -7.19 3.42
C: -2.85 -8.25 2.36
C: -1.39 -8.74 2.36
C: -0.48 -7.63 2.09
N: 0.22 -6.73 1.91
H: -2.53 -6.29 3.24
H: -4.17 -6.89 3.41
H: -2.88 -7.55 4.42
H: -3.10 -7.86 1.38
H: -3.50 -9.11 2.54
H: -1.24 -9.51 1.61
H: -1.13 -9.16 3.34
C: 2.45 -4.98 -2.44
C: 2.94 -6.25 -1.77
C: 2.70 -6.25 -0.26
C: 3.41 -5.15 0.39
N: 3.96 -4.28 0.89
H: 2.98 -4.10 -2.07
H: 2.61 -5.03 -3.52
H: 1.38 -4.83 -2.27
H: 4.01 -6.38 -1.98
H: 2.43 -7.11 -2.21
H: 3.05 -7.19 0.18
H: 1.64 -6.16 -0.04
C: 1.95 -3.28 -6.48
C: 2.79 -4.03 -7.50
C: 2.09 -5.27 -8.06
C: 1.79 -6.23 -6.99
N: 1.54 -6.97 -6.15
H: 1.74 -3.90 -5.60
H: 2.47 -2.39 -6.13
H: 0.99 -2.96 -6.91
H: 3.74 -4.32 -7.04
H: 3.03 -3.36 -8.33
H: 2.72 -5.77 -8.80
H: 1.15 -4.99 -8.55

Atom charges from the Mulliken analysis, given in e for atoms 1 to 2: -0.72, 1.27

DFT (ωB97M-V/def2-TZVPD) results for C35H65B2BaF4IN13O as an isolated structure.

E_LUMO (eV): 2.09
Relative energy (zero: lowest compared OMol25 entry of this formula, charge and spin) (kJ/mol): 206.3
HOMO energy (eV): -3.41
Maximum force (eV/A): 3.23
Total energy (eV): -79798.556
Total charge: -1
Gap between HOMO and LUMO (eV): 5.503

CARTESIAN COORDINATES (ANGSTROEM)
Ba: -1.23 -0.86 0.17
C: -3.14 0.23 -4.44
C: -1.79 0.20 -3.72
C: -0.63 0.05 -4.72
C: -1.58 1.41 -2.86
C: -1.88 2.74 -3.14
C: -1.43 3.44 -2.04
C: -1.67 4.91 -1.89
C: -2.91 5.10 -1.01
C: -0.43 5.63 -1.38
N: -0.90 2.57 -1.15
N: -1.00 1.33 -1.68
B: -0.09 2.52 0.20
N: 1.43 2.95 -0.02
N: 2.08 1.87 -0.49
C: 3.38 2.10 -0.46
C: 3.60 3.39 0.03
C: 2.34 3.90 0.30
C: 2.14 5.27 0.88
C: 2.59 6.34 -0.11
C: 2.96 5.44 2.17
C: 4.39 1.04 -0.79
C: 4.48 0.82 -2.30
C: 5.75 1.41 -0.20
N: -0.83 2.87 1.55
N: -1.04 1.71 2.21
C: -1.71 1.95 3.32
C: -1.94 3.32 3.42
C: -1.38 3.88 2.29
C: -1.37 5.36 2.08
C: -2.76 5.97 2.28
C: -0.41 5.99 3.12
C: -2.06 0.93 4.36
C: -2.18 -0.49 3.83
C: -0.99 0.96 5.46
H: -3.29 -0.71 -4.97
H: -3.20 1.03 -5.17
H: -3.95 0.35 -3.73
H: -1.79 -0.65 -3.05
H: -0.61 0.88 -5.42
H: -0.72 -0.87 -5.28
H: 0.31 0.04 -4.17
H: -2.38 3.16 -4.00
H: -1.91 5.30 -2.89
H: -2.81 4.50 -0.11
H: -3.79 4.75 -1.55
H: -3.06 6.15 -0.75
H: -0.03 5.09 -0.54
H: -0.65 6.67 -1.11
H: 0.33 5.64 -2.17
H: 0.04 1.37 0.34
H: 4.54 3.88 0.18
H: 1.09 5.41 1.12
H: 3.66 6.27 -0.29
H: 2.37 7.34 0.29
H: 2.08 6.23 -1.06
H: 4.03 5.37 1.95
H: 2.72 4.66 2.89
H: 2.77 6.41 2.61
H: 4.04 0.11 -0.32
H: 4.77 1.74 -2.80
H: 3.50 0.51 -2.67
H: 5.21 0.05 -2.53
H: 6.16 2.28 -0.71
H: 6.46 0.59 -0.34
H: 5.67 1.62 0.86
H: -2.47 3.81 4.22
H: -1.03 5.60 1.08
H: -3.08 5.87 3.31
H: -3.50 5.47 1.65
H: -2.75 7.03 2.02
H: -0.87 5.96 4.10
H: -0.19 7.02 2.87
H: 0.51 5.42 3.18
H: -3.02 1.23 4.81
H: -1.23 -0.82 3.44
H: -2.93 -0.55 3.04
H: -2.47 -1.17 4.63
H: -0.02 0.73 5.01
H: -1.20 0.22 6.22
H: -0.93 1.94 5.93
C: 4.31 -0.90 4.13
N: 3.69 -0.32 2.96
C: 3.42 1.10 3.11
C: 2.90 -1.03 2.05
N: 1.92 -0.58 1.40
N: 3.32 -2.32 1.80
C: 2.67 -3.21 0.95
N: 2.66 -4.51 1.42
N: 2.29 -2.84 -0.20
H: 5.37 -0.61 4.17
H: 4.25 -1.98 4.13
H: 3.82 -0.53 5.04
H: 4.31 1.58 3.52
H: 2.58 1.29 3.79
H: 3.21 1.54 2.14
H: 1.65 0.38 1.59
H: 3.97 -2.75 2.44
H: 2.53 -4.61 2.41
H: 2.00 -5.10 0.92
H: 1.79 -3.58 -0.69
O: 1.25 -0.83 -1.81
H: 1.75 -1.36 -1.16
H: 1.35 0.07 -1.48
C: -3.93 -0.46 0.06
H: -4.19 0.44 0.61
H: -4.57 -1.26 0.44
H: -4.22 -0.28 -0.97
F: -0.96 -2.92 0.91
B: -0.80 -4.31 1.18
F: -2.02 -4.91 1.20
F: -0.01 -4.86 0.17
F: -0.14 -4.44 2.38
I: -2.77 -5.76 -4.98
C: -1.98 -4.34 -3.67
C: -0.78 -3.67 -3.82
N: -0.69 -2.84 -2.77
N: -1.75 -2.92 -1.99
C: -2.55 -3.83 -2.50
H: -0.02 -3.76 -4.57
H: 0.04 -2.16 -2.54
H: -3.48 -4.09 -2.04

Atom charges from the Mulliken analysis, given in e for atoms 1 to 2: 1.15, -1.88

DFT (ωB97M-V/def2-TZVPD) results for a 3-piece molecular cluster, C35H65F3N4O9PS2 overall.

E_LUMO (eV): -2.53
HOMO energy (eV): -10.47
Maximum force (eV/A): 2.26
Total energy (eV): -100836.396
Total charge: +1
Gap between HOMO and LUMO (eV): 7.946

CARTESIAN COORDINATES (ANGSTROEM)
C: 3.69 -1.33 6.12
C: 2.99 -0.35 5.16
C: 3.23 -0.67 3.67
C: 2.57 -2.01 3.21
C: 3.69 -3.04 2.92
C: 1.60 -1.91 2.04
P: 0.66 -3.55 1.85
S: 0.21 -4.45 3.50
C: 2.03 -1.38 0.66
S: 3.34 -2.14 -0.32
O: 3.44 -3.53 -0.03
O: 3.03 -1.86 -1.69
C: 4.97 -1.26 -0.01
F: 5.90 -2.14 0.28
F: 5.29 -0.60 -1.09
F: 4.83 -0.40 1.00
N: 2.02 0.07 0.85
C: 2.11 0.76 -0.47
C: 0.81 0.82 -1.27
C: 1.00 1.81 -2.42
O: 0.59 3.12 -2.07
C: 1.63 4.07 -2.01
C: 0.95 0.31 1.67
N: 0.47 1.50 1.92
C: -0.78 1.78 2.69
C: -0.56 2.20 4.15
C: -1.31 1.40 5.22
C: -2.73 0.98 4.87
C: -3.19 -0.11 5.84
O: -2.93 -1.36 5.20
C: -2.63 -2.39 6.11
C: 1.14 2.70 1.38
C: 0.82 4.02 2.09
O: -0.25 4.53 2.06
C: 1.97 4.70 2.77
C: 2.21 4.61 4.14
C: 3.31 5.29 4.67
C: 4.17 6.03 3.86
C: 3.92 6.14 2.49
C: 2.82 5.47 1.95
N: 0.48 -0.89 2.20
N: 0.09 -0.92 3.57
H: 4.36 -0.78 6.76
H: 4.28 -2.07 5.60
H: 2.95 -1.83 6.74
H: 1.92 -0.28 5.35
H: 3.45 0.63 5.31
H: 4.31 -0.75 3.56
H: 2.94 0.20 3.09
H: 2.08 -2.42 4.08
H: 3.28 -3.92 2.43
H: 4.09 -3.36 3.87
H: 4.50 -2.61 2.35
H: 1.42 -4.39 1.02
H: -0.49 -3.15 1.14
H: 1.16 -1.61 0.04
H: 2.44 1.78 -0.31
H: 2.87 0.33 -1.11
H: -0.03 1.17 -0.67
H: 0.61 -0.14 -1.73
H: 2.07 1.84 -2.65
H: 0.53 1.45 -3.33
H: 2.23 4.10 -2.92
H: 1.17 5.03 -1.86
H: 2.31 3.91 -1.16
H: -1.38 0.89 2.60
H: -1.32 2.54 2.13
H: 0.51 2.22 4.37
H: -0.88 3.24 4.24
H: -1.37 2.02 6.11
H: -0.77 0.52 5.56
H: -2.82 0.52 3.89
H: -3.44 1.79 4.93
H: -4.23 -0.01 6.12
H: -2.56 -0.07 6.73
H: -1.65 -2.27 6.57
H: -3.38 -2.47 6.91
H: -2.63 -3.33 5.57
H: 2.21 2.55 1.44
H: 0.89 2.82 0.33
H: 1.56 4.04 4.78
H: 3.53 5.23 5.73
H: 5.03 6.54 4.26
H: 4.56 6.71 1.84
H: 2.62 5.57 0.89
H: -0.92 -0.91 3.68
H: 0.53 -0.16 4.07
C: -1.50 -2.15 -7.58
O: -0.84 -0.95 -7.94
C: -1.31 0.18 -7.22
C: -0.36 0.57 -6.11
O: -0.30 -0.42 -5.09
C: 0.85 -1.24 -5.17
H: -0.94 -2.98 -8.03
H: -1.53 -2.29 -6.50
H: -2.52 -2.16 -7.97
H: -2.31 -0.01 -6.81
H: -1.38 1.01 -7.93
H: -0.72 1.50 -5.65
H: 0.64 0.76 -6.52
H: 1.74 -0.68 -4.87
H: 0.99 -1.62 -6.18
H: 0.71 -2.07 -4.49
C: -5.68 -1.27 -6.31
O: -5.27 -2.47 -6.93
C: -5.83 -3.63 -6.33
C: -6.98 -4.18 -7.14
O: -8.09 -3.30 -7.14
C: -8.21 -2.56 -8.34
H: -5.37 -0.44 -6.96
H: -6.77 -1.23 -6.19
H: -5.20 -1.15 -5.34
H: -6.16 -3.41 -5.31
H: -5.04 -4.38 -6.28
H: -7.31 -5.12 -6.68
H: -6.66 -4.40 -8.16
H: -8.55 -3.20 -9.16
H: -7.27 -2.08 -8.62
H: -8.96 -1.78 -8.17

Atom charges from the Mulliken analysis, given in e for atoms 1 to 2: -1.43, 0.00